ORCA calculation (ωB97M-V/def2-TZVPD) on a structure of composition C32H52N2O4SeV.

Properties
HOMO energy (spin up / spin down): -0.39789 / -0.39772 hartree
Total charge: +1
LUMO energy (spin up / spin down): -4.44 / -4.48 eV
ΔE to the lowest compared entry with this formula, charge and spin: 9.2 kJ/mol

XYZ file:
```
92
C32H52N2O4SeV (ωB97M-V/def2-TZVPD)
V -0.32196 -0.35070 -0.02449
C -3.75536 -6.57823 0.28593
C -2.29763 -6.82131 -0.12956
C -1.71674 -7.91961 0.76090
C -2.25240 -7.30502 -1.58590
C -1.52124 -5.51058 -0.01190
C -1.91508 -4.41041 -0.77055
C -1.20267 -3.23557 -0.67546
Se -1.68600 -1.68772 -1.72157
C -0.22639 -1.60193 -2.95440
C -0.22605 -2.39758 -4.08789
C 0.83200 -2.30683 -4.97609
C 1.84505 -1.40054 -4.66245
C 1.88024 -0.58770 -3.53240
C 0.78208 -0.68081 -2.66008
O 0.64729 0.10596 -1.57122
C 3.09183 0.34474 -3.36297
C 4.38645 -0.46642 -3.53986
C 3.02112 1.43578 -4.44075
C 3.19970 1.03476 -1.99736
C 0.92914 -3.14970 -6.24599
C 0.99626 -2.22256 -7.46741
C 2.19799 -4.01158 -6.18542
C -0.27690 -4.07480 -6.40727
C -0.10207 -3.10378 0.17259
O 0.55124 -1.90800 0.13943
C 0.31729 -4.17897 0.95351
C -0.42136 -5.35761 0.82865
C 1.51143 -4.05553 1.90262
C 1.77200 -5.35963 2.65923
C 2.77913 -3.71875 1.10159
C 1.23525 -2.96350 2.94770
H -4.32431 -7.50642 0.20940
H -4.24094 -5.83800 -0.35181
H -3.81320 -6.22586 1.31715
H -2.30305 -8.83047 0.63598
H -1.75335 -7.64795 1.81768
H -0.68374 -8.15397 0.49594
H -2.80599 -8.24016 -1.68539
H -1.22377 -7.48172 -1.90584
H -2.70091 -6.58135 -2.26823
H -2.76727 -4.46912 -1.43552
H -1.04450 -3.08356 -4.25757
H 2.67257 -1.32369 -5.35548
H 4.47263 -0.90879 -4.53096
H 4.44442 -1.27123 -2.80440
H 5.24990 0.18649 -3.40097
H 3.02232 1.00632 -5.44316
H 3.88108 2.10380 -4.35898
H 2.11248 2.03175 -4.33208
H 3.21763 0.30415 -1.18551
H 2.38242 1.73713 -1.83368
H 4.13656 1.59389 -1.96807
H 1.86680 -1.56626 -7.43086
H 0.10362 -1.59760 -7.53148
H 1.06541 -2.81371 -8.38231
H 3.09910 -3.40007 -6.11852
H 2.27821 -4.62392 -7.08537
H 2.17540 -4.67650 -5.31994
H -1.21104 -3.51373 -6.47893
H -0.35710 -4.78324 -5.57980
H -0.16975 -4.65319 -7.32543
H -0.11863 -6.20373 1.42388
H 2.00658 -6.18235 1.98199
H 0.92212 -5.64904 3.27976
H 2.62998 -5.22175 3.31830
H 3.00198 -4.51391 0.38824
H 3.62994 -3.62798 1.77999
H 2.67914 -2.78685 0.54631
H 0.34082 -3.19838 3.52739
H 1.08934 -1.98595 2.48597
H 2.07811 -2.89253 3.63794
N 1.21762 0.63632 1.06692
C 0.99803 1.37868 2.33821
C 0.11959 2.61239 2.19243
C -1.38041 2.33231 2.01114
C -1.91056 2.40718 0.58720
N -1.06081 1.68738 -0.39590
H 1.86461 -0.13197 1.24616
H 1.70100 1.22268 0.38648
H 1.97126 1.66500 2.74021
H 0.54013 0.68244 3.04234
H 0.50984 3.25938 1.39704
H 0.25619 3.18397 3.11108
H -1.94910 3.06398 2.58607
H -1.62632 1.36193 2.44632
H -2.00786 3.44841 0.27260
H -2.90112 1.95542 0.55319
H -0.24492 2.24239 -0.64187
H -1.56667 1.60216 -1.27553
O -1.60049 -0.60349 0.98680
O -2.75662 -0.83309 1.43735
```

=====

ORCA calculation (ωB97M-V/def2-TZVPD) on the ion C2HN4O3 with charge +1 in a non-equilibrium geometry.

Properties
HOMO energy (spin up / spin down): -0.52536 / -0.52499 hartree
Total charge: +1
LUMO energy (spin up / spin down): -7.56 / -7.56 eV
Structure (SMILES): O=C=[N+]=NNC(=O)N=O
ΔE to the lowest compared entry with this formula, charge and spin: 10.1 kJ/mol

XYZ file:
```
10
C2HN4O3 (ωB97M-V/def2-TZVPD)
O -3.16019 2.78653 0.95850
C -2.25906 2.28958 0.53104
N -1.57602 1.41467 0.05745
N -0.37391 1.10490 -0.13940
N -0.18325 -0.05086 -0.62909
C -1.32560 -0.86366 -0.64834
O -2.34474 -0.69454 -1.23413
N -1.23964 -2.18526 0.02451
O -0.63809 -2.36101 1.00575
H 0.56931 -0.33580 -1.22814
```

=====

ORCA calculation (ωB97M-V/def2-TZVPD) on a structure of composition C44H52BrFMnN6O7S2Te in a non-equilibrium geometry.

Properties
HOMO energy (spin up / spin down): -0.18344 / -0.17822 hartree
LUMO energy (spin up / spin down): -1.27 / -1.34 eV
Spin multiplicity: 2

XYZ file:
```
115
C44H52BrFMnN6O7S2Te (ωB97M-V/def2-TZVPD)
Mn 0.47959 -0.07416 0.01047
F -5.55961 0.29398 3.40353
C -4.59827 -0.65943 3.48007
C -3.54259 -0.61819 2.61694
C -2.53149 -1.62504 2.64878
C -1.43317 -1.57769 1.76120
O -1.25879 -0.57344 0.98224
C -0.56421 -2.73093 1.77103
C -0.74001 -3.71825 2.67618
N -1.70368 -3.68006 3.64494
C -1.80436 -4.74895 4.59152
C -1.45569 -4.49223 6.03208
C -0.55513 -5.32836 5.17651
C -2.65531 -2.66317 3.61839
C -3.69620 -2.64487 4.52151
C -4.71650 -1.64997 4.44632
N -5.70507 -1.70658 5.52217
C -6.53724 -2.95112 5.56417
C -6.91764 -3.18012 7.04571
N -6.62442 -1.93844 7.76219
C -7.30619 -0.81520 7.12145
C -6.61604 -0.56130 5.75333
C 0.55459 -2.89958 0.79420
O 1.07127 -3.99595 0.65040
O 0.90991 -1.84330 0.13162
H -3.45381 0.18337 1.88900
H -0.10647 -4.59180 2.64472
H -2.62731 -5.43119 4.39277
H -2.03997 -4.97744 6.80212
H -1.11706 -3.49768 6.28727
H -0.51976 -6.39507 5.34230
H 0.39098 -4.90492 4.87140
H -3.73624 -3.36937 5.32313
H -5.95850 -3.77663 5.16079
H -7.41360 -2.80362 4.93522
H -6.31575 -3.97800 7.48285
H -7.97311 -3.46896 7.12134
H -5.17330 -1.77038 6.40417
H -6.85833 -2.01022 8.74210
H -7.21532 0.06223 7.75857
H -8.37384 -1.02571 6.97532
H -6.03493 0.35701 5.75658
H -7.33590 -0.49786 4.94133
Br 4.98205 2.24778 3.07723
C 3.37210 1.27576 3.19531
C 2.98858 0.69515 4.38837
C 1.77510 0.02898 4.40014
C 1.01805 -0.02251 3.24485
N 1.40009 0.53476 2.09607
C 2.56961 1.17711 2.07308
H 3.60739 0.77012 5.27065
H 1.41216 -0.43795 5.30445
H 0.05539 -0.51680 3.23633
H 2.88261 1.63294 1.14707
C -1.16534 -3.04233 -2.08222
N -1.91082 -1.96795 -2.67639
C -3.27344 -2.16089 -3.14258
C -3.63848 -0.78963 -3.73007
N -2.35400 -0.10798 -3.73831
C -1.42382 -0.77220 -3.03013
S 0.11635 -0.17728 -2.74689
H -1.67311 -3.40786 -1.18644
H -0.18219 -2.67483 -1.79823
H -1.05069 -3.87075 -2.78785
H -3.92053 -2.44712 -2.31025
H -3.30538 -2.95576 -3.89634
H -4.35404 -0.25322 -3.10326
H -4.04224 -0.86537 -4.74054
H -2.29541 0.89196 -3.83592
C -7.76411 2.89199 -4.31948
C -6.59276 2.59403 -3.42159
C -5.42901 3.34577 -3.47596
C -4.33771 3.06510 -2.65817
C -3.10588 3.92192 -2.75292
C -4.39603 1.99748 -1.74696
Te -2.69919 1.47693 -0.54515
C -5.58179 1.24083 -1.67829
C -5.72211 0.10894 -0.69789
C -6.65264 1.54800 -2.50983
H -7.52208 3.68446 -5.02651
H -8.62917 3.20807 -3.73289
H -8.05333 2.00236 -4.88186
H -5.36588 4.17656 -4.17169
H -3.20608 4.66799 -3.54400
H -2.22158 3.31252 -2.95216
H -2.93174 4.43306 -1.80410
H -4.83296 -0.52417 -0.70511
H -6.60170 -0.49863 -0.92510
H -5.82130 0.50320 0.31602
H -7.56079 0.95626 -2.44222
O 4.05731 3.06157 -0.23516
C 3.14094 3.91781 -0.75585
C 3.46380 5.24533 -1.01466
C 2.50880 6.11743 -1.50766
C 1.21136 5.68069 -1.72725
C 0.88406 4.36368 -1.46165
C 1.83948 3.46664 -0.99720
C 1.43853 2.05718 -0.74414
O 2.18885 1.08365 -0.97309
O 0.27950 1.84633 -0.26592
H 4.88963 3.52079 -0.08471
H 4.47292 5.59255 -0.82160
H 2.78415 7.14191 -1.71927
H 0.46646 6.36391 -2.11009
H -0.12608 4.00278 -1.61111
C 5.00565 -0.24989 -0.44447
S 3.66898 -1.13434 0.43192
C 3.76364 -2.60946 -0.62594
O 4.24630 -1.51181 1.75194
H 5.86030 -0.90447 -0.59775
H 5.29757 0.60285 0.16326
H 4.57908 0.10263 -1.38085
H 3.46887 -2.28798 -1.62482
H 3.04995 -3.33508 -0.24493
H 4.77124 -3.01998 -0.61214
```

=====

ORCA calculation (ωB97M-V/def2-TZVPD) on an isolated molecule of C2H4BrNS in a non-equilibrium geometry.

Properties
HOMO energy: -0.35597 hartree
LUMO energy: 0.28 eV
Structure (SMILES): [H]/N=C(\Br)SC
ΔE to the lowest compared entry with this formula, charge and spin: 29.1 kJ/mol

XYZ file:
```
9
C2H4BrNS (ωB97M-V/def2-TZVPD)
H 0.04088 -2.11741 1.57201
N 0.11902 -1.24653 1.21475
C 0.57899 -1.11762 0.08648
Br 1.79662 -2.57651 -0.85172
S 0.62562 0.27314 -0.94074
C -0.59539 1.52061 -0.31227
H -0.25963 2.04648 0.48708
H -1.50904 1.03105 0.02383
H -0.79707 2.18679 -1.27941
```

=====

ORCA calculation (ωB97M-V/def2-TZVPD) on an isolated molecule of C2H4N2OS2 in a non-equilibrium geometry.

Properties
HOMO energy: -0.34109 hartree
LUMO energy: -1.23 eV
Structure (SMILES): NNC(=O)C(=S)S
ΔE to the lowest compared entry with this formula, charge and spin: 198.2 kJ/mol

XYZ file:
```
11
C2H4N2OS2 (ωB97M-V/def2-TZVPD)
N 0.55075 -0.77765 1.95509
N -0.13226 -0.93349 0.72904
C 0.06167 0.07239 -0.13911
O 0.99906 0.90904 0.04133
C -0.83274 0.21766 -1.43677
S -2.22448 -0.67126 -1.60819
S -0.19395 1.47554 -2.58055
H 1.66540 -0.42184 1.77337
H 0.18139 0.17705 2.28809
H -0.81587 -1.78359 0.61793
H 0.74103 1.73615 -1.64023
```